# 1
{"formula": "C6H10N4O", "method": "ωB97M-V/def2-TZVPD", "symbols": ["C", "C", "C", "C", "C", "C", "N", "N", "N", "N", "O", "H", "H", "H", "H", "H", "H", "H", "H", "H", "H"], "positions_angstrom": [[-1.4261, 0.8144, -1.2239], [-1.6009, 0.3893, 0.9721], [1.2091, 1.1377, 1.3937], [1.4442, 1.5158, -1.0334], [0.7296, -1.8377, -0.2111], [0.7023, 1.0517, 0.2052], [-2.6465, 0.3880, -0.9124], [-2.7596, 0.2057, 0.4099], [-0.2960, -2.5258, -0.1514], [-0.6602, 0.8182, 0.0120], [-0.7780, -3.1891, 0.9203], [-0.9997, 1.1384, -2.0879], [-1.4592, 0.1876, 2.0012], [2.1841, 1.3500, 1.4496], [-1.4276, -3.7850, 0.5358], [0.6676, 0.7644, 2.2134], [2.4090, 2.0504, -0.7896], [1.6748, 0.5234, -1.5182], [0.6149, 1.9728, -1.6342], [1.0078, -1.4139, -1.1782], [1.4107, -1.5563, 0.6269]], "atomic_forces_ev_per_a": [[-1.133, -1.824, 6.158], [0.406, 0.664, -2.347], [-1.833, -1.300, 0.511], [-0.671, -1.865, -0.017], [2.038, 0.899, 1.791], [-0.314, 2.167, -1.511], [1.074, 1.487, -2.158], [0.412, -0.691, 0.671], [-1.974, -1.150, -2.861], [-2.702, -1.033, -0.778], [1.056, 0.392, 1.318], [0.569, 0.481, -2.430], [0.531, 0.141, 0.640], [3.504, 0.878, 0.676], [-0.134, 0.208, -0.073], [-0.377, -0.037, 1.199], [-1.496, -0.292, -0.546], [0.183, 1.231, -0.168], [1.801, 0.456, 0.125], [-0.420, -0.262, 0.135], [-0.520, -0.548, -0.335]], "nbo_charge": [0.148, 0.165, -0.438, -0.651, -0.161, 0.216, -0.262, -0.266, -0.137, -0.410, -0.534, 0.199, 0.214, 0.201, 0.487, 0.199, 0.247, 0.218, 0.221, 0.182, 0.163], "smiles": "C=C(C)n1cnnc1.C=NO", "gap_ev": 9.89, "e_lumo_ev": 0.50, "largest_force_ev_per_a": 6.5, "e_homo_ev": -9.384, "de_lowest_kcal_mol": 97.9, "e_tot_ev": -14387.3804}



# 2
{"formula": "C6H10N4O3", "method": "ωB97M-V/def2-TZVPD", "symbols": ["C", "C", "C", "C", "C", "C", "N", "N", "N", "N", "O", "O", "O", "H", "H", "H", "H", "H", "H", "H", "H", "H", "H"], "positions_angstrom": [[0.8996, 0.8770, -0.5384], [2.6114, -0.3886, -0.6904], [0.8510, 2.3373, -0.2618], [1.8202, -1.6596, -0.7907], [-2.0183, -0.2391, 1.0214], [-1.4331, 0.3136, -0.2799], [0.4013, -1.3805, -0.7032], [0.0057, -0.0361, -0.6156], [2.0293, 2.7596, 0.1921], [3.5808, -0.2230, 0.1976], [-0.1636, 2.9700, -0.5942], [3.7797, 0.9488, 0.6107], [4.3092, -1.2189, 0.4981], [1.8886, -2.2340, -1.8210], [2.0424, -2.3267, -0.0195], [-3.1891, -0.3894, 0.9258], [-1.4815, -1.0822, 1.2365], [-1.8924, 0.4443, 1.9080], [-1.9990, -0.0354, -1.0676], [-1.3088, 1.3392, -0.3146], [-0.2844, -1.7362, -1.3377], [2.9107, 2.2211, 0.4033], [1.9318, 3.6530, 0.5986]], "atomic_forces_ev_per_a": [[3.710, -4.234, -0.296], [-3.835, 1.159, -0.814], [-0.518, -0.467, -1.392], [-0.297, -0.042, -3.479], [-2.391, 2.710, 0.234], [1.167, -1.200, 1.058], [-2.218, 1.486, 0.915], [0.768, 1.329, 1.646], [-0.698, 0.794, 0.416], [0.479, -0.474, 0.185], [1.249, -0.112, 0.992], [1.402, -0.440, 0.904], [-0.956, 1.437, -0.281], [0.577, 1.103, 1.839], [0.764, -1.112, 1.265], [2.597, -0.019, 0.031], [0.734, -2.680, 0.758], [0.039, -0.432, -1.057], [-1.235, -0.584, -1.942], [-0.801, 2.142, -0.080], [0.359, -1.052, -0.633], [-1.172, -0.670, -0.482], [0.274, 1.359, 0.215]], "nbo_charge": [0.277, 0.079, 0.558, -0.301, -0.625, -0.225, -0.416, -0.133, -0.764, 0.383, -0.612, -0.546, -0.477, 0.201, 0.229, 0.232, 0.225, 0.226, 0.199, 0.258, 0.378, 0.463, 0.392], "gap_ev": 7.61, "e_lumo_ev": -0.66, "largest_force_ev_per_a": 5.6, "e_homo_ev": -8.273, "de_lowest_kcal_mol": 140.8, "e_tot_ev": -18478.5872}



# 3
{"formula": "C6H10N4S2", "method": "ωB97M-V/def2-TZVPD", "symbols": ["C", "C", "C", "C", "C", "C", "N", "N", "N", "N", "S", "S", "H", "H", "H", "H", "H", "H", "H", "H", "H", "H"], "positions_angstrom": [[2.4048, -0.5352, 0.0492], [1.2179, 0.2907, -0.0184], [-2.7708, 1.3871, 0.4251], [-0.0821, -2.8501, -0.0214], [3.8103, -0.0820, 0.0956], [-1.9389, 2.0984, -0.4663], [2.0211, -1.7830, 0.0503], [-3.3303, 0.2185, 0.1591], [0.1768, -0.5158, -0.0626], [0.6789, -1.7473, -0.0146], [1.0904, 1.9787, -0.0206], [-1.7132, -2.7965, -0.0909], [-2.9669, 1.7990, 1.4066], [0.4767, -3.7758, 0.0238], [3.8457, 1.0047, 0.1170], [4.3447, -0.4438, -0.7815], [4.3071, -0.4832, 0.9772], [-2.0181, 3.1760, -0.3770], [-1.9935, 1.7565, -1.4942], [-0.7906, 1.9401, -0.1812], [-3.0461, -0.2876, -0.6689], [-3.7237, -0.3494, 0.8938]], "atomic_forces_ev_per_a": [[-0.551, -0.461, -0.042], [-0.451, -0.197, -0.002], [-0.416, -0.759, -0.290], [-0.547, 0.112, -0.025], [0.154, -0.136, 0.007], [-0.425, 0.009, -0.346], [1.073, -0.271, 0.065], [0.764, 0.814, 0.374], [-0.607, 0.912, 0.008], [0.323, -0.106, -0.026], [0.515, 0.594, 0.038], [-0.219, -0.539, -0.038], [-0.064, -0.083, 0.119], [0.176, 0.054, 0.015], [0.001, 0.001, 0.008], [0.075, 0.037, -0.035], [0.062, 0.033, 0.040], [-0.057, 0.094, 0.082], [0.011, -0.035, -0.120], [0.110, -0.080, 0.205], [0.077, -0.072, -0.056], [-0.002, 0.077, 0.018]], "nbo_charge": [0.154, -0.008, 0.293, -0.050, -0.656, -0.774, -0.238, -0.670, -0.334, -0.081, -0.268, -0.166, 0.205, 0.225, 0.246, 0.234, 0.234, 0.257, 0.241, 0.309, 0.432, 0.418], "gap_ev": 7.01, "e_lumo_ev": -0.35, "largest_force_ev_per_a": 1.2, "e_homo_ev": -7.353, "de_lowest_kcal_mol": 13.0, "e_tot_ev": -34012.7270}



# 4
{"formula": "C6H10N5O", "method": "ωB97M-V/def2-TZVPD", "symbols": ["C", "C", "C", "C", "C", "C", "N", "N", "N", "N", "N", "O", "H", "H", "H", "H", "H", "H", "H", "H", "H", "H"], "positions_angstrom": [[-1.3666, -1.6768, -0.5714], [-0.1085, -1.0277, -0.1462], [-2.7097, 0.0614, 0.1737], [-1.5993, 0.4446, 1.1527], [1.5981, 1.1860, -0.9754], [0.3147, 1.4150, -0.1169], [-2.5370, -1.2536, -0.4018], [1.0070, -1.6883, -0.2610], [2.7325, 0.6495, -0.2189], [-0.3039, 0.3513, 0.3569], [2.2013, -1.5507, 0.2512], [2.4201, -0.2584, 0.8473], [-1.3985, -2.5834, -1.1095], [-3.6517, -0.0226, 0.5520], [-2.8359, 0.7189, -0.6155], [-1.5983, 1.3654, 1.6329], [-1.4140, -0.1853, 1.9399], [1.2917, 0.4104, -1.6792], [1.7832, 2.2132, -1.2935], [0.1443, 2.2704, 0.4251], [3.2323, 1.4761, 0.0309], [2.7982, -2.3154, 0.0266]], "atomic_forces_ev_per_a": [[-0.330, 0.201, -0.052], [1.717, 0.031, -0.417], [1.793, -1.524, 0.918], [0.935, 0.009, -2.558], [-2.627, -0.405, 1.303], [1.706, -5.029, 0.732], [0.181, 0.775, -0.249], [-1.079, -0.434, 0.912], [-0.340, 0.111, -1.230], [-0.135, 0.838, -1.230], [-3.619, 2.823, -0.089], [0.874, -0.703, -0.981], [1.194, -1.267, -0.342], [-2.445, 0.401, 2.063], [0.196, 1.703, -1.630], [-0.476, 2.181, 0.232], [-0.205, -2.273, 1.747], [0.192, 0.710, -0.791], [0.717, -0.567, -0.848], [-0.823, 2.385, 0.653], [0.943, -0.182, 1.713], [1.629, 0.218, 0.145]], "nbo_charge": [0.052, 0.174, -0.289, -0.219, -0.319, 0.274, -0.324, -0.138, -0.319, -0.243, -0.112, -0.211, 0.233, 0.246, 0.223, 0.229, 0.229, 0.230, 0.253, 0.213, 0.383, 0.434], "smiles": "C1=NCC/[N+]2=C/CNON/N=C/12", "gap_ev": [8.05, 8.05], "e_lumo_ev": [-5.18, -5.18], "largest_force_ev_per_a": 5.4, "e_homo_ev": [-13.230, -13.229], "de_lowest_kcal_mol": 144.6, "total_charge": 1, "e_tot_ev": -15868.3251}



# 5
{"formula": "C6H10NO", "method": "ωB97M-V/def2-TZVPD", "symbols": ["O", "C", "C", "C", "C", "C", "N", "C", "H", "H", "H", "H", "H", "H", "H", "H", "H", "H"], "positions_angstrom": [[2.0812, -1.6481, -1.1849], [2.1644, -1.6610, 0.0262], [1.0201, -1.4346, 0.9524], [-0.3280, -1.3870, 0.2193], [-1.0330, -0.0526, 0.3962], [-0.4771, 1.0516, -0.2794], [-0.8728, 2.2818, -0.3605], [-2.1986, 2.6278, 0.0733], [3.1375, -1.7707, 0.5193], [1.6130, -0.5125, 0.6304], [1.0533, -1.6729, 2.0023], [-0.9084, -2.2829, 0.4324], [-0.0909, -1.4436, -0.8417], [-2.0008, -0.0278, 0.8773], [0.4711, 0.7973, -0.7651], [-2.8653, 2.6470, -0.7941], [-2.6622, 1.9334, 0.7871], [-2.2097, 3.6293, 0.4952]], "atomic_forces_ev_per_a": [[0.154, 0.096, 0.088], [0.311, -2.917, -0.558], [0.247, 0.458, -2.334], [0.267, 0.677, 0.204], [-0.353, -0.722, -0.449], [0.197, -0.643, 0.547], [-0.088, 0.233, -0.486], [-0.360, -0.255, 0.322], [0.249, 0.132, 0.170], [-1.444, 1.962, 2.096], [0.463, 0.142, 0.085], [-0.230, 0.239, 0.353], [0.132, -0.184, -0.112], [0.082, 0.130, 0.135], [0.037, 0.395, -0.037], [0.120, 0.055, -0.108], [0.133, 0.129, 0.039], [0.081, 0.071, 0.046]], "nbo_charge": [-0.580, 0.349, -0.428, -0.492, -0.119, -0.026, -0.342, -0.456, 0.136, 0.268, 0.245, 0.229, 0.259, 0.194, 0.174, 0.213, 0.169, 0.208], "gap_ev": [9.24, 8.61], "e_lumo_ev": [0.93, -0.72], "largest_force_ev_per_a": 3.2, "e_homo_ev": [-8.303, -9.332], "de_lowest_kcal_mol": 18.7, "e_tot_ev": -9917.8882, "multiplicity": 2}



# 6
{"formula": "C6H10NO", "method": "ωB97M-V/def2-TZVPD", "symbols": ["C", "C", "C", "C", "C", "C", "N", "O", "H", "H", "H", "H", "H", "H", "H", "H", "H", "H"], "positions_angstrom": [[-2.4913, -1.3177, -0.9678], [-1.4153, -0.7164, -0.6047], [0.1766, 2.9689, -0.0952], [-0.9790, 3.0922, 0.1873], [1.3221, -0.8769, 1.1640], [0.9639, -0.6596, -0.2527], [-0.3572, -0.0951, -0.2654], [1.8146, 0.2524, -0.9033], [-2.7353, -1.5697, -1.9093], [1.0965, 3.2901, -0.4983], [-3.1912, -1.7352, -0.3292], [-1.8805, 3.0483, 0.7175], [0.9163, -1.7766, 1.5039], [2.4117, -0.9197, 1.3751], [0.9012, -0.0548, 1.6958], [0.9768, -1.5661, -0.9523], [-0.4321, 0.9757, -0.0310], [2.7606, 0.2351, -0.5203]], "atomic_forces_ev_per_a": [[1.766, 0.897, 2.007], [1.198, 0.797, 0.243], [0.193, 0.955, -0.580], [-0.048, -0.723, 0.732], [1.663, 0.297, 0.262], [2.452, -1.749, -1.970], [-3.132, 1.375, -0.837], [1.597, 0.686, 0.747], [-0.437, -0.085, -3.706], [0.753, -0.416, -0.168], [-0.910, -0.687, 1.916], [-0.994, 0.183, 0.094], [-0.798, -1.407, 0.750], [-0.619, 0.060, -0.418], [-0.110, 0.581, 0.852], [-0.459, 0.743, 1.416], [0.281, -1.397, -0.625], [-2.397, -0.111, -0.715]], "nbo_charge": [-0.424, 0.512, -0.250, -0.201, -0.643, 0.245, -0.513, -0.710, 0.280, 0.264, 0.284, 0.247, 0.239, 0.245, 0.223, 0.201, 0.490, 0.509], "gap_ev": 10.36, "e_lumo_ev": -4.36, "largest_force_ev_per_a": 3.7, "e_homo_ev": -14.726, "de_lowest_kcal_mol": 96.1, "total_charge": 1, "e_tot_ev": -9910.2272}



| no. | molecular weight (g mol⁻¹) |
| --- | --- |
| 1 | 154.17 |
| 2 | 186.17 |
| 3 | 202.31 |
| 4 | 168.18 |
| 5 | 112.15 |
| 6 | 112.15 |